Entry from the OMol25 dataset: a 16-piece molecular cluster, C52H141N5O32 overall at a distorted geometry (the ωB97M-V functional and the def2-TZVPD basis).

Bonds (Å) are listed after each position.
Atoms and positions in Å:
1 C 4.203 2.208 -3.616  C2 1.540, O4 1.408, H5 1.090, H6 1.090
2 C 3.335 1.519 -2.547  C1 1.540, O3 1.399, H7 1.090, H8 1.090
3 O 2.414 2.415 -1.994  C2 1.399, H9 0.960
4 O 3.545 2.682 -4.767  C1 1.408, H10 0.960
5 H 5.060 1.566 -3.816  C1 1.090
6 H 4.608 3.058 -3.066  C1 1.090
7 H 3.817 1.004 -1.715  C2 1.090
8 H 2.813 0.692 -3.027  C2 1.090
9 H 1.854 1.878 -1.428  O3 0.960
10 H 3.770 3.615 -4.775  O4 0.960
11 C -1.848 -3.878 1.782  C12 1.520, O14 1.427, H15 1.090, H16 1.090
12 C -2.773 -4.110 0.598  C11 1.520, O13 1.439, H17 1.090, H18 1.090
13 O -2.065 -4.138 -0.655  C12 1.439, H19 0.960
14 O -1.203 -2.606 1.766  C11 1.427, H20 0.960
15 H -1.050 -4.616 1.866  C11 1.090
16 H -2.393 -3.874 2.726  C11 1.090
17 H -3.532 -3.341 0.460  C12 1.090
18 H -3.353 -5.023 0.731  C12 1.090
19 H -2.685 -4.072 -1.385  O13 0.960
20 H -0.498 -2.717 1.124  O14 0.960
21 C -4.333 -1.451 2.254  C22 1.520, O24 1.433, H25 1.090, H26 1.090
22 C -5.291 -0.647 3.119  C21 1.520, O23 1.381, H27 1.090, H28 1.090
23 O -4.786 -0.574 4.403  C22 1.381, H29 0.960
24 O -3.072 -0.797 2.063  C21 1.433, H30 0.960
25 H -4.779 -1.450 1.260  C21 1.090
26 H -4.118 -2.478 2.549  C21 1.090
27 H -6.318 -1.013 3.128  C22 1.090
28 H -5.259 0.368 2.722  C22 1.090
29 H -4.005 -0.016 4.396  O23 0.960
30 H -2.402 -1.428 1.792  O24 0.960
31 C 3.586 -1.056 3.460  C32 1.503, O34 1.439, H35 1.090, H36 1.090
32 C 2.701 -0.026 2.817  C31 1.503, O33 1.449, H37 1.090, H38 1.090
33 O 1.311 -0.429 2.891  C32 1.449, H39 0.960
34 O 3.646 -2.365 2.865  C31 1.439, H40 0.960
35 H 3.346 -1.238 4.508  C31 1.090
36 H 4.602 -0.672 3.550  C31 1.090
37 H 2.996 0.085 1.774  C32 1.090
38 H 2.791 0.949 3.297  C32 1.090
39 H 1.353 -1.273 2.435  O33 0.960
40 H 3.932 -3.078 3.441  O34 0.960
41 C 2.689 5.729 -1.636  C42 1.502, O44 1.434, H45 1.090, H46 1.090
42 C 3.200 7.138 -1.729  C41 1.502, O43 1.464, H47 1.090, H48 1.090
43 O 4.406 7.197 -2.558  C42 1.464, H49 0.960
44 O 2.296 5.106 -2.866  C41 1.434, H50 0.960
45 H 2.026 5.600 -0.780  C41 1.090
46 H 3.533 5.127 -1.300  C41 1.090
47 H 3.431 7.585 -0.762  C42 1.090
48 H 2.404 7.720 -2.194  C42 1.090
49 H 4.463 8.120 -2.814  O43 0.960
50 H 2.192 4.171 -2.675  O44 0.960
51 C 4.768 -2.284 -3.838  C52 1.552, O54 1.394, H55 1.090, H56 1.090
52 C 5.241 -2.493 -5.301  C51 1.552, O53 1.394, H57 1.090, H58 1.090
53 O 4.276 -1.977 -6.165  C52 1.394, H59 0.960
54 O 3.603 -3.013 -3.603  C51 1.394, H60 0.960
55 H 4.606 -1.223 -3.647  C51 1.090
56 H 5.595 -2.519 -3.168  C51 1.090
57 H 5.587 -3.491 -5.567  C52 1.090
58 H 6.070 -1.846 -5.588  C52 1.090
59 H 3.431 -1.877 -5.721  O53 0.960
60 H 3.917 -3.876 -3.323  O54 0.960
61 C -2.792 4.458 4.027  C62 1.580, O64 1.393, H65 1.090, H66 1.090
62 C -3.690 3.428 3.232  C61 1.580, O63 1.445, H67 1.090, H68 1.090
63 O -4.586 4.008 2.258  C62 1.445, H69 0.960
64 O -3.589 5.193 4.902  C61 1.393, H70 0.960
65 H -2.376 5.235 3.387  C61 1.090
66 H -2.023 4.003 4.652  C61 1.090
67 H -4.268 2.738 3.846  C62 1.090
68 H -2.998 2.857 2.614  C62 1.090
69 H -5.266 4.457 2.765  O63 0.960
70 H -4.323 5.576 4.416  O64 0.960
71 C 0.907 0.542 -6.455  C72 1.505, O74 1.367, H75 1.090, H76 1.090
72 C 0.871 0.076 -5.025  C71 1.505, O73 1.387, H77 1.090, H78 1.090
73 O -0.450 -0.136 -4.662  C72 1.387, H79 0.960
74 O 2.126 0.972 -6.898  C71 1.367, H80 0.960
75 H 0.279 1.416 -6.629  C71 1.090
76 H 0.635 -0.241 -7.162  C71 1.090
77 H 1.266 0.941 -4.492  C72 1.090
78 H 1.444 -0.840 -4.879  C72 1.090
79 H -0.892 0.687 -4.882  O73 0.960
80 H 2.380 1.756 -6.405  O74 0.960
81 C -1.327 3.408 -4.848  C82 1.554, O84 1.439, H85 1.090, H86 1.090
82 C -1.365 3.254 -3.303  C81 1.554, O83 1.400, H87 1.090, H88 1.090
83 O -2.695 3.281 -2.868  C82 1.400, H89 0.960
84 O -2.027 2.307 -5.456  C81 1.439, H90 0.960
85 H -0.286 3.308 -5.158  C81 1.090
86 H -1.714 4.372 -5.178  C81 1.090
87 H -0.781 4.086 -2.910  C82 1.090
88 H -0.845 2.331 -3.048  C82 1.090
89 H -2.706 3.318 -1.909  O83 0.960
90 H -2.949 2.394 -5.205  O84 0.960
91 C -1.926 6.469 -0.143  C92 1.603, O94 1.408, H95 1.090, H96 1.090
92 C -3.132 5.617 -0.766  C91 1.603, O93 1.448, H97 1.090, H98 1.090
93 O -3.151 4.288 -0.192  C92 1.448, H99 0.960
94 O -0.634 6.068 -0.531  C91 1.408, H100 0.960
95 H -1.946 6.365 0.942  C91 1.090
96 H -1.955 7.497 -0.504  C91 1.090
97 H -3.106 5.639 -1.856  C92 1.090
98 H -4.050 6.177 -0.591  C92 1.090
99 H -3.766 4.257 0.545  O93 0.960
100 H -0.428 5.266 -0.045  O94 0.960
101 C 1.807 9.407 2.177  C102 1.576, O104 1.447, H105 1.090, H106 1.090
102 C 1.429 10.533 1.141  C101 1.576, O103 1.451, H107 1.090, H108 1.090
103 O 0.020 10.448 0.808  C102 1.451, H109 0.960
104 O 3.121 9.436 2.781  C101 1.447, H110 0.960
105 H 1.731 8.444 1.672  C101 1.090
106 H 1.012 9.341 2.920  C101 1.090
107 H 2.021 10.525 0.226  C102 1.090
108 H 1.573 11.522 1.576  C102 1.090
109 H -0.160 11.164 0.194  O103 0.960
110 H 3.041 9.005 3.635  O104 0.960
111 C -2.827 -8.624 -5.306  O112 1.392, H120 1.090, H121 1.090, H122 1.090
112 O -2.640 -7.592 -4.392  C111 1.392, C113 1.392
113 C -1.703 -7.901 -3.409  O112 1.392, C114 1.547, H123 1.090, H124 1.090
114 C -0.839 -6.630 -3.226  C113 1.547, N115 1.480, H125 1.090, H126 1.090
115 N -0.017 -6.322 -4.417  C114 1.480, C116 1.481, H127 1.010
116 C 0.581 -4.969 -4.351  N115 1.481, C117 1.566, H128 1.090, H129 1.090
117 C -0.516 -3.939 -4.785  C116 1.566, O118 1.464, H130 1.090, H131 1.090
118 O -0.757 -4.174 -6.211  C117 1.464, C119 1.431
119 C -1.353 -3.046 -6.860  O118 1.431, H132 1.090, H133 1.090, H134 1.090
120 H -1.871 -9.007 -5.662  C111 1.090
121 H -3.458 -8.340 -6.148  C111 1.090
122 H -3.489 -9.430 -4.989  C111 1.090
123 H -0.965 -8.666 -3.647  C113 1.090
124 H -2.131 -8.149 -2.438  C113 1.090
125 H -0.107 -6.825 -2.442  C114 1.090
126 H -1.413 -5.791 -2.834  C114 1.090
127 H -0.667 -6.172 -5.176  N115 1.010
128 H 1.383 -4.791 -5.068  C116 1.090
129 H 1.014 -4.632 -3.409  C116 1.090
130 H -0.066 -2.954 -4.664  C117 1.090
131 H -1.400 -4.082 -4.163  C117 1.090
132 H -1.836 -3.377 -7.779  C119 1.090
133 H -0.663 -2.286 -7.226  C119 1.090
134 H -2.109 -2.446 -6.355  C119 1.090
135 C -7.108 -6.029 -1.948  O136 1.437, H144 1.090, H145 1.090, H146 1.090
136 O -5.764 -6.076 -1.443  C135 1.437, C137 1.407
137 C -4.774 -6.074 -2.441  O136 1.407, C138 1.501, H147 1.090, H148 1.090
138 C -4.449 -4.779 -3.127  C137 1.501, N139 1.437, H149 1.090, H150 1.090
139 N -4.212 -3.654 -2.265  C138 1.437, C140 1.411, H151 1.010
140 C -4.033 -2.459 -2.996  N139 1.411, C141 1.496, H152 1.090, H153 1.090
141 C -3.891 -1.273 -2.097  C140 1.496, O142 1.446, H154 1.090, H155 1.090
142 O -5.149 -0.784 -1.577  C141 1.446, C143 1.422
143 C -4.922 0.489 -0.984  O142 1.422, H156 1.090, H157 1.090, H158 1.090
144 H -7.256 -5.104 -2.506  C135 1.090
145 H -7.950 -6.230 -1.285  C135 1.090
146 H -7.107 -6.732 -2.781  C135 1.090
147 H -4.922 -6.884 -3.156  C137 1.090
148 H -3.815 -6.375 -2.019  C137 1.090
149 H -5.251 -4.553 -3.830  C138 1.090
150 H -3.664 -4.923 -3.869  C138 1.090
151 H -4.902 -3.543 -1.536  N139 1.010
152 H -4.977 -2.207 -3.480  C140 1.090
153 H -3.151 -2.524 -3.633  C140 1.090
154 H -3.582 -0.491 -2.790  C141 1.090
155 H -3.243 -1.538 -1.262  C141 1.090
156 H -4.019 0.412 -0.379  C143 1.090
157 H -5.731 0.655 -0.272  C143 1.090
158 H -4.951 1.247 -1.767  C143 1.090
159 C -1.143 6.885 5.987  O160 1.410, H168 1.090, H169 1.090, H170 1.090
160 O -0.028 7.622 5.540  C159 1.410, C161 1.427
161 C 0.936 7.882 6.559  O160 1.427, C162 1.531, H171 1.090, H172 1.090
162 C 2.147 8.653 6.027  C161 1.531, N163 1.440, H173 1.090, H174 1.090
163 N 2.857 7.903 5.024  C162 1.440, C164 1.422, H175 1.010
164 C 3.883 7.163 5.674  N163 1.422, C165 1.573, H176 1.090, H177 1.090
165 C 4.073 5.827 4.865  C164 1.573, O166 1.438, H178 1.090, H179 1.090
166 O 2.911 4.984 4.949  C165 1.438, C167 1.414
167 C 3.142 3.654 4.529  O166 1.414, H180 1.090, H181 1.090, H182 1.090
168 H -0.973 5.815 6.103  C159 1.090
169 H -1.977 7.016 5.298  C159 1.090
170 H -1.628 7.267 6.885  C159 1.090
171 H 1.119 6.846 6.845  C161 1.090
172 H 0.449 8.434 7.363  C161 1.090
173 H 2.878 8.976 6.769  C162 1.090
174 H 1.732 9.537 5.544  C162 1.090
175 H 2.247 7.160 4.714  N163 1.010
176 H 3.693 6.920 6.720  C164 1.090
177 H 4.801 7.748 5.639  C164 1.090
178 H 4.957 5.295 5.216  C165 1.090
179 H 4.360 5.948 3.820  C165 1.090
180 H 3.947 3.146 5.060  C167 1.090
181 H 3.302 3.619 3.452  C167 1.090
182 H 2.174 3.159 4.610  C167 1.090
183 C 1.185 5.315 2.208  O184 1.437, H192 1.090, H193 1.090, H194 1.090
184 O 0.371 4.425 1.426  C183 1.437, C185 1.454
185 C 0.965 3.156 1.037  O184 1.454, C186 1.541, H195 1.090, H196 1.090
186 C -0.090 2.259 0.361  C185 1.541, N187 1.448, H197 1.090, H198 1.090
187 N 0.437 1.015 -0.162  C186 1.448, C188 1.475, H199 1.010
188 C -0.619 0.213 -0.807  N187 1.475, C189 1.557, H200 1.090, H201 1.090
189 C -0.070 -1.094 -1.449  C188 1.557, O190 1.395, H202 1.090, H203 1.090
190 O 0.390 -1.955 -0.454  C189 1.395, C191 1.384
191 C 1.320 -2.928 -0.781  O190 1.384, H204 1.090, H205 1.090, H206 1.090
192 H 2.191 5.306 1.790  C183 1.090
193 H 1.276 5.006 3.250  C183 1.090
194 H 0.771 6.319 2.122  C183 1.090
195 H 1.253 2.715 1.991  C185 1.090
196 H 1.909 3.319 0.518  C185 1.090
197 H -0.644 2.761 -0.432  C186 1.090
198 H -0.810 1.914 1.103  C186 1.090
199 H 0.779 0.491 0.631  N187 1.010
200 H -1.092 0.851 -1.553  C188 1.090
201 H -1.401 0.074 -0.060  C188 1.090
202 H 0.736 -0.862 -2.146  C189 1.090
203 H -0.901 -1.596 -1.945  C189 1.090
204 H 1.861 -3.327 0.077  C191 1.090
205 H 2.090 -2.735 -1.528  C191 1.090
206 H 0.715 -3.732 -1.200  C191 1.090
207 C 3.416 -9.212 8.274  O208 1.413, H216 1.090, H217 1.090, H218 1.090
208 O 2.626 -9.066 7.112  C207 1.413, C209 1.421
209 C 2.830 -10.130 6.192  O208 1.421, C210 1.485, H219 1.090, H220 1.090
210 C 1.728 -10.079 5.197  C209 1.485, N211 1.511, H221 1.090, H222 1.090
211 N 1.627 -8.908 4.248  C210 1.511, C212 1.457, H223 1.010
212 C 2.753 -8.753 3.336  N211 1.457, C213 1.558, H224 1.090, H225 1.090
213 C 2.589 -7.442 2.508  C212 1.558, O214 1.450, H226 1.090, H227 1.090
214 O 1.477 -7.314 1.586  C213 1.450, C215 1.416
215 C 1.419 -6.044 0.964  O214 1.416, H228 1.090, H229 1.090, H230 1.090
216 H 4.502 -9.149 8.210  C207 1.090
217 H 3.209 -10.146 8.797  C207 1.090
218 H 3.300 -8.361 8.946  C207 1.090
219 H 2.831 -11.097 6.695  C209 1.090
220 H 3.795 -10.047 5.694  C209 1.090
221 H 0.865 -9.990 5.856  C210 1.090
222 H 1.729 -11.016 4.640  C210 1.090
223 H 1.532 -7.997 4.674  N211 1.010
224 H 2.733 -9.581 2.627  C212 1.090
225 H 3.770 -8.715 3.726  C212 1.090
226 H 3.485 -7.356 1.893  C213 1.090
227 H 2.674 -6.558 3.140  C213 1.090
228 H 2.317 -5.817 0.389  C215 1.090
229 H 1.323 -5.265 1.719  C215 1.090
230 H 0.545 -5.978 0.316  C215 1.090

Computed properties:
- 2S+1 = 1
- highest occupied orbital energy (eV) = -8.6
- calculated total energy (a.u.) = -4746.74794
- max |F| (eV Å⁻¹) = 2.977
- LUMO (eV) = 0.2
- orbital gap (eV) = 8.79